Record 1
DFT (ωB97M-V/def2-TZVPD) results for C26H26CrN4OS6Sb as an isolated structure.

Properties
<S²>   0.950
Multiplicity   2
HOMO (alpha / beta)   -5.35 / -6.41 eV
Orbital gap (alpha / beta)   5.3 / 6.4 eV

The geometry in XYZ format:
```
65
C26H26CrN4OS6Sb (ωB97M-V/def2-TZVPD)
Cr -1.45 -0.55 2.83
C -4.39 1.11 3.16
C -3.44 1.99 2.34
S -1.69 1.87 2.81
C -1.75 2.35 4.57
C -0.79 1.51 5.39
S -0.87 -0.30 5.12
C -2.34 -0.80 6.04
C -3.68 -0.41 5.45
S -3.73 -0.54 3.61
H -5.29 0.95 2.57
H -4.69 1.61 4.08
H -3.76 3.03 2.39
H -3.44 1.69 1.30
H -2.77 2.25 4.93
H -1.46 3.40 4.65
H -0.95 1.70 6.46
H 0.24 1.78 5.16
H -2.25 -0.44 7.07
H -2.23 -1.88 6.07
H -3.96 0.60 5.72
H -4.44 -1.09 5.83
S 0.10 -3.09 6.50
Sb -0.45 -4.42 4.74
S -1.20 -2.95 2.81
S -2.76 -3.88 3.88
C 5.49 0.42 -8.93
O 4.09 0.26 -8.77
C 3.62 0.19 -7.50
C 2.23 0.03 -7.38
C 1.65 -0.05 -6.14
C 2.43 0.01 -4.97
C 3.81 0.16 -5.11
C 4.41 0.25 -6.36
C 1.77 -0.08 -3.67
N 0.48 -0.20 -3.49
C 0.30 -0.24 -2.14
C 1.51 -0.15 -1.48
N 2.44 -0.04 -2.48
C 1.65 -0.18 -0.06
C 2.85 -0.11 0.65
C 2.80 -0.19 2.03
C 1.57 -0.33 2.67
N 0.41 -0.38 2.02
C 0.44 -0.32 0.66
C -0.81 -0.42 0.00
N -1.89 -0.57 0.81
C -3.08 -0.75 0.23
C -3.27 -0.73 -1.15
C -2.18 -0.54 -1.98
C -0.93 -0.39 -1.41
H 5.66 0.46 -10.00
H 6.04 -0.43 -8.51
H 5.84 1.35 -8.47
H 1.64 -0.02 -8.28
H 0.58 -0.17 -6.04
H 4.45 0.22 -4.24
H 5.48 0.36 -6.43
H 3.44 0.02 -2.36
H 3.80 -0.01 0.14
H 3.70 -0.16 2.63
H 1.52 -0.42 3.75
H -3.92 -0.93 0.90
H -4.27 -0.88 -1.55
H -2.29 -0.52 -3.06
```

***

Record 2
DFT (ωB97M-V/def2-TZVPD) results for one molecule with the formula C20H30N4O4.

Properties
ΔE to the lowest compared entry with this formula, charge and spin   70.1 kcal/mol
HOMO   -7.58 eV
Orbital gap   8.1 eV
SMILES string   COc1ccc(N)c(C(=O)NCCC2(O)CN(C(=O)C3(N(C)C)CCC3)C2)c1

The geometry in XYZ format:
```
58
C20H30N4O4 (ωB97M-V/def2-TZVPD)
C -1.06 -6.70 2.88
O -0.94 -5.32 2.57
C -0.80 -5.00 1.25
C -0.77 -5.91 0.20
C -0.65 -5.46 -1.10
C -0.56 -4.10 -1.42
N -0.42 -3.70 -2.73
C -0.56 -3.18 -0.35
C -0.43 -1.71 -0.62
O -0.89 -1.21 -1.64
N 0.21 -1.01 0.34
C 0.50 0.42 0.41
C 0.24 1.22 -0.85
C 0.81 2.62 -0.72
O 0.25 3.21 0.44
C 2.36 2.68 -0.87
N 2.14 3.22 -2.20
C 2.94 3.61 -3.22
O 2.53 4.33 -4.11
C 4.38 3.07 -3.15
N 5.03 3.71 -2.01
C 5.12 5.15 -2.21
C 6.31 3.16 -1.64
C 4.36 1.52 -3.25
C 4.49 1.67 -4.78
C 5.02 3.10 -4.57
C 0.71 3.44 -2.03
C -0.69 -3.65 0.96
H -1.17 -6.75 3.96
H -1.95 -7.13 2.41
H -0.18 -7.26 2.57
H -0.85 -6.97 0.38
H -0.63 -6.18 -1.91
H -0.68 -2.74 -2.91
H -0.73 -4.36 -3.42
H 0.60 -1.56 1.09
H -0.06 0.86 1.23
H 1.56 0.52 0.68
H 0.69 0.75 -1.72
H -0.83 1.28 -1.06
H 0.54 4.13 0.50
H 2.84 3.39 -0.19
H 2.89 1.73 -0.82
H 5.57 5.60 -1.32
H 5.74 5.42 -3.08
H 4.14 5.59 -2.35
H 6.70 3.72 -0.79
H 6.22 2.12 -1.33
H 7.07 3.21 -2.44
H 5.25 1.07 -2.82
H 3.48 1.01 -2.86
H 5.15 0.96 -5.28
H 3.52 1.66 -5.28
H 4.67 3.88 -5.24
H 6.11 3.11 -4.50
H 0.10 3.01 -2.83
H 0.44 4.49 -1.88
H -0.75 -2.95 1.79
```

***

Record 3
DFT (ωB97M-V/def2-TZVPD) results for an isolated ion of composition C8H7N2O and charge -1.

Properties
ΔE to the lowest compared entry with this formula, charge and spin   55.2 kcal/mol
HOMO (alpha / beta)   -2.45 / -2.45 eV
Orbital gap (alpha / beta)   6.3 / 6.3 eV
SMILES string   [O-]NC1=c2ccccc2=NC1
Total charge   -1

The geometry in XYZ format:
```
18
C8H7N2O (ωB97M-V/def2-TZVPD)
O -3.84 -0.69 0.12
N -2.53 -0.88 0.02
C -1.54 -0.02 0.07
C -0.18 -0.25 0.16
C 0.58 -1.44 0.01
C 1.96 -1.44 -0.02
C 2.61 -0.18 0.16
C 1.93 1.00 0.04
C 0.52 1.03 0.02
N -0.22 2.11 -0.08
C -1.61 1.55 -0.03
H -2.41 -1.83 0.16
H -0.01 -2.29 -0.30
H 2.71 -2.24 -0.35
H 3.74 -0.21 -0.04
H 2.58 1.83 -0.19
H -2.21 2.10 -0.70
H -2.08 1.84 0.95
```

***

Record 4
DFT (ωB97M-V/def2-TZVPD) results for a 2-piece molecular cluster, CH5NSi2 overall.

Properties
ΔE to the lowest compared entry with this formula, charge and spin   81.1 kcal/mol
HOMO (alpha / beta)   -7.51 / -7.93 eV
Orbital gap (alpha / beta)   6.3 / 7.1 eV

The geometry in XYZ format:
```
9
CH5NSi2 (ωB97M-V/def2-TZVPD)
C -1.78 0.42 0.24
N -2.13 1.48 0.48
Si 1.85 0.77 -0.05
Si -1.45 -1.32 -0.16
H 0.98 0.97 0.98
H 3.06 0.13 0.30
H 1.66 1.45 -1.21
H -0.71 -1.99 0.82
H -1.48 -1.90 -1.41
```

***

Please write out number 1 again, unchanged.
DFT (ωB97M-V/def2-TZVPD) results for C26H26CrN4OS6Sb as an isolated structure.

Properties
<S²>   0.950
Multiplicity   2
HOMO (alpha / beta)   -5.35 / -6.41 eV
Orbital gap (alpha / beta)   5.3 / 6.4 eV

The geometry in XYZ format:
```
65
C26H26CrN4OS6Sb (ωB97M-V/def2-TZVPD)
Cr -1.45 -0.55 2.83
C -4.39 1.11 3.16
C -3.44 1.99 2.34
S -1.69 1.87 2.81
C -1.75 2.35 4.57
C -0.79 1.51 5.39
S -0.87 -0.30 5.12
C -2.34 -0.80 6.04
C -3.68 -0.41 5.45
S -3.73 -0.54 3.61
H -5.29 0.95 2.57
H -4.69 1.61 4.08
H -3.76 3.03 2.39
H -3.44 1.69 1.30
H -2.77 2.25 4.93
H -1.46 3.40 4.65
H -0.95 1.70 6.46
H 0.24 1.78 5.16
H -2.25 -0.44 7.07
H -2.23 -1.88 6.07
H -3.96 0.60 5.72
H -4.44 -1.09 5.83
S 0.10 -3.09 6.50
Sb -0.45 -4.42 4.74
S -1.20 -2.95 2.81
S -2.76 -3.88 3.88
C 5.49 0.42 -8.93
O 4.09 0.26 -8.77
C 3.62 0.19 -7.50
C 2.23 0.03 -7.38
C 1.65 -0.05 -6.14
C 2.43 0.01 -4.97
C 3.81 0.16 -5.11
C 4.41 0.25 -6.36
C 1.77 -0.08 -3.67
N 0.48 -0.20 -3.49
C 0.30 -0.24 -2.14
C 1.51 -0.15 -1.48
N 2.44 -0.04 -2.48
C 1.65 -0.18 -0.06
C 2.85 -0.11 0.65
C 2.80 -0.19 2.03
C 1.57 -0.33 2.67
N 0.41 -0.38 2.02
C 0.44 -0.32 0.66
C -0.81 -0.42 0.00
N -1.89 -0.57 0.81
C -3.08 -0.75 0.23
C -3.27 -0.73 -1.15
C -2.18 -0.54 -1.98
C -0.93 -0.39 -1.41
H 5.66 0.46 -10.00
H 6.04 -0.43 -8.51
H 5.84 1.35 -8.47
H 1.64 -0.02 -8.28
H 0.58 -0.17 -6.04
H 4.45 0.22 -4.24
H 5.48 0.36 -6.43
H 3.44 0.02 -2.36
H 3.80 -0.01 0.14
H 3.70 -0.16 2.63
H 1.52 -0.42 3.75
H -3.92 -0.93 0.90
H -4.27 -0.88 -1.55
H -2.29 -0.52 -3.06
```

***

Number 4 is which compound? CH5NSi2